C21H49BeN7O11S | wB97M-V/def2-TZVPD

The geometry in XYZ format:
```
90
Properties=species:S:1:pos:R:3:forces:R:3:lowdin_charge:R:1
Be 0.140084 0.087228 0.390100 -0.9682 0.2295 2.4573 0.8880
S -0.818979 0.698974 3.218228 -1.1020 0.6096 2.6848 0.2576
O 0.380381 0.155294 2.459614 1.1123 -0.2683 -3.5591 -0.3841
O -0.440578 1.947186 3.909193 0.0785 0.2792 -1.3927 -0.3839
O -1.907636 0.843267 2.229251 0.2001 0.3710 0.2866 -0.4147
O -1.176492 -0.242867 4.287457 0.0007 -1.0035 -0.7072 -0.3879
C -1.727524 -2.425862 2.129056 0.3373 -0.3040 0.1492 -0.3044
O -1.096380 -1.839373 1.271804 0.0016 0.1848 -0.7094 -0.0237
N -2.800138 -3.205226 1.853523 -0.6712 -0.0648 0.4844 -0.1736
C -3.594562 -3.856883 2.895583 -0.1262 0.7671 -0.9379 -0.0404
C -3.421279 -3.156572 0.544574 1.1648 0.9773 -0.3363 -0.0481
H -1.431236 -2.434167 3.187499 -0.0590 0.2188 0.0007 0.1369
H -4.557659 -3.341315 2.853916 -0.2348 -0.3497 0.4049 0.0844
H -3.180537 -3.726845 3.891370 0.2457 -0.1353 -0.0988 0.0921
H -3.724166 -4.897332 2.597539 -0.0598 -0.1254 0.4279 0.0843
H -3.025760 -2.250192 0.077124 0.1258 -0.1162 -0.1455 0.0629
H -3.077887 -3.993278 -0.065879 -0.4861 -0.1810 -0.0732 0.0889
H -4.499412 -2.997806 0.551575 -0.0862 -0.5613 0.3603 0.0888
C -0.470711 3.435935 1.305583 -0.0109 -0.2894 0.3759 -0.3077
O -0.030558 2.792361 0.358937 0.2467 -0.3903 -0.2705 -0.0247
N 0.056691 4.606969 1.697302 0.6430 0.6410 0.5401 -0.1725
C -0.554113 5.516607 2.666306 -0.2416 -0.5618 -1.1876 -0.0381
C 1.206130 5.192879 1.042385 -0.4067 -0.2102 -1.2073 -0.0514
H -1.292938 3.075400 1.935516 -0.0269 0.0581 -0.1390 0.1161
H -1.452811 5.061290 3.074952 0.1864 -0.0629 0.3137 0.0940
H -0.854631 6.384929 2.071092 -0.0721 0.3167 0.4018 0.0827
H 0.176689 5.809532 3.416388 -0.1625 -0.0834 0.2092 0.0872
H 1.729015 4.470386 0.417424 0.0256 -0.3518 0.4399 0.0636
H 0.845851 5.918952 0.301177 0.1345 0.3987 0.2348 0.0897
H 1.892317 5.672382 1.737289 -0.0963 -0.0520 0.1425 0.0876
C 3.716070 2.015405 0.484233 -0.4732 -0.7310 0.3568 -0.3330
O 2.602941 1.544313 0.374347 -0.3180 0.1135 -0.4167 -0.0052
N 4.473506 1.870858 1.583189 1.0793 0.6490 0.1588 -0.1895
C 5.849947 2.351584 1.612452 -0.6026 -0.0120 0.6549 -0.0622
C 4.008407 1.217832 2.806500 -0.5631 -0.8951 -1.5892 -0.0096
H 4.204394 2.572034 -0.334655 0.0951 0.0573 0.0692 0.1324
H 5.926564 3.050433 2.449503 0.2558 0.1485 -0.1040 0.0842
H 6.127312 2.856909 0.690571 -0.0474 -0.0836 -0.0574 0.0789
H 6.529940 1.525257 1.829118 0.0871 -0.0215 -0.2076 0.0847
H 2.957295 0.961446 2.653940 -0.2015 0.5543 0.3717 0.0801
H 4.464198 0.222863 2.819134 0.4397 0.1676 0.6287 0.0925
H 4.206244 1.835147 3.676437 -0.0344 -0.1297 0.0962 0.0931
C 0.412245 1.300363 -2.994890 0.9559 -0.1446 0.5681 -0.2942
O 0.669960 0.749237 -1.941237 -0.3951 -0.1155 0.8143 0.0063
N 0.976625 2.461729 -3.370984 0.2026 -0.3692 -0.6606 -0.1738
C 0.960489 2.852444 -4.773589 -0.1891 0.2627 0.7622 -0.0492
C 1.789270 3.238343 -2.461914 -0.3551 0.7272 0.6689 -0.0419
H -0.236439 0.825868 -3.748681 -0.0952 0.1875 -0.0813 0.1398
H 0.229654 2.226241 -5.281404 -0.1372 0.3131 -0.1799 0.0801
H 1.923001 2.726561 -5.274808 0.1202 -0.0789 0.2033 0.0881
H 0.709919 3.914399 -4.772152 -0.2192 -0.0492 -0.5611 0.0883
H 1.402695 4.262984 -2.451993 0.1048 0.0776 -0.2669 0.0938
H 1.667876 2.918767 -1.426525 -0.0184 -0.5233 -0.1713 0.0488
H 2.850078 3.284446 -2.714862 -0.0171 -0.2807 -0.2508 0.0930
C 0.089426 -2.248286 -2.357066 0.2359 0.7103 0.5678 -0.3024
O -0.268746 -1.662132 -1.357668 -0.5641 0.0080 0.4223 -0.0075
N -0.725744 -2.964049 -3.162291 0.7945 -0.0099 -0.0894 -0.1757
C -0.198719 -3.590076 -4.362921 -0.8064 0.0417 -0.1988 -0.0521
C -2.146875 -2.951118 -2.965922 -0.8819 -0.5828 0.0197 -0.0540
H 1.140703 -2.169192 -2.671377 0.0051 -0.3687 -0.2264 0.1474
H -0.605396 -4.599034 -4.450650 0.1596 -0.0935 0.0647 0.0879
H 0.886537 -3.633842 -4.381904 0.0001 0.0924 0.2424 0.0859
H -0.548614 -3.044541 -5.244698 0.1194 0.0275 -0.0860 0.0874
H -2.562596 -3.955929 -2.833022 0.2968 -0.1713 -0.1371 0.0938
H -2.442831 -2.426062 -2.063068 0.4168 0.3378 -0.0649 0.0620
H -2.667720 -2.534090 -3.832799 0.1141 0.1946 -0.0026 0.0925
C -3.164941 0.661502 -0.085637 -0.6580 -0.2773 -0.0895 -0.3028
O -1.995668 0.775272 -0.392774 1.1731 -0.2969 -0.3406 0.0063
N -4.089556 0.254616 -0.983776 -0.0910 -0.4988 -0.3538 -0.1825
C -5.524901 0.205024 -0.716896 0.8921 0.8901 0.1498 -0.0483
C -3.775122 0.215934 -2.401633 0.2633 0.0376 -0.1357 -0.0532
H -3.625996 0.873243 0.886942 0.6497 -0.0811 0.2680 0.1374
H -5.938920 1.079941 -1.225714 -0.6255 -0.4141 -0.2592 0.0906
H -5.750358 0.360454 0.337172 0.2346 -0.3009 0.0940 0.0908
H -5.889635 -0.756932 -1.068562 -0.4327 0.1722 -0.0274 0.0839
H -2.795018 -0.180094 -2.660458 0.1858 0.0600 0.6313 0.0639
H -4.481777 -0.438119 -2.912485 -0.2464 0.2782 -0.0252 0.0852
H -3.804026 1.241412 -2.780784 -0.2217 -0.0958 -0.3422 0.0997
C 2.888539 -2.508591 0.409091 -0.1796 -0.2389 -0.2063 -0.3189
O 2.127646 -1.572022 0.293763 -0.1510 0.7853 -0.1829 0.0161
N 2.722864 -3.510300 1.282122 -0.0849 -0.0963 0.9602 -0.1753
C 3.391978 -4.781286 1.187665 0.9540 -0.4149 -0.7945 -0.0761
C 1.592858 -3.519835 2.195866 -0.5864 -0.0296 0.7017 -0.0333
H 3.781262 -2.643772 -0.223760 0.0262 0.0988 -0.0549 0.1401
H 4.216161 -4.794057 0.467741 -0.2977 0.5075 -0.3748 0.0830
H 2.687204 -5.542414 0.846461 -0.0080 -0.1490 0.2541 0.0914
H 3.933031 -5.119333 2.073667 -0.6544 0.2408 0.5118 0.0886
H 1.170672 -2.567333 2.518729 0.4948 0.4670 -0.7341 0.0841
H 0.757296 -4.072716 1.758301 0.0593 -0.1904 0.0756 0.0951
H 1.903620 -3.969560 3.140738 0.0477 -0.4039 -0.1928 0.0942
```
Forces are in eV/Å.

C3H3OPS | wB97M-V/def2-TZVPD

The geometry in XYZ format:
```
9
Properties=species:S:1:pos:R:3:forces:R:3:nbo_charge:R:1
C -0.361248 -0.015857 -0.262247 2.1043 0.5122 0.2474 -0.3326
C 0.873435 0.419354 -0.291823 -0.6519 -0.6333 -2.5373 -0.4728
P 1.752384 0.584412 -1.914339 0.0860 -0.0620 0.6132 0.6517
S 2.040880 2.738283 -1.773893 -0.3973 -0.5310 -0.6053 -0.1672
C 0.601963 1.811219 -2.526113 0.5042 1.2821 0.5847 0.2153
O -0.429249 2.171311 -2.958041 -0.1611 -0.3758 -0.3025 -0.4835
H -0.962921 -0.149664 0.545046 -1.3838 -0.1072 2.5198 0.2011
H -0.737632 -0.321087 -1.139812 -1.7602 -1.0762 -3.1288 0.1786
H 1.375527 0.766019 0.513047 1.6598 0.9912 2.6088 0.2093
```
Forces are in eV/Å.

- ΔE to the lowest compared entry with this formula, charge and spin: 6.8 kcal/mol
- SMILES string: C=CP1SC1=O

C33H66N6O15 | wB97M-V/def2-TZVPD

The geometry in XYZ format:
```
120
Properties=species:S:1:pos:R:3:forces:R:3:lowdin_charge:R:1
O -5.015543 3.669944 -3.467499 0.1042 -0.9679 -1.0128 0.1530
C -5.569788 4.647735 -3.062652 -0.2391 2.6031 2.3341 -0.3444
C -5.351553 5.232554 -1.749209 0.9416 -0.0397 1.0298 0.0849
C -6.030588 6.267696 -1.218256 0.1493 -1.2986 2.2922 -0.2170
O -5.923651 6.554314 0.110293 0.7055 -0.3637 -0.6704 0.0910
C -7.156818 6.912011 -1.873562 -1.9533 1.4873 -2.0991 -0.3209
O -7.923504 7.764981 -1.402205 1.6810 -1.5555 0.2155 0.1101
C -7.330688 6.432776 -3.237066 0.1998 -0.0869 -1.0166 0.0754
C -6.595709 5.441852 -3.770101 -0.8015 -0.9955 -0.9522 -0.2411
O -6.828811 4.934697 -4.975758 -0.7359 0.7597 -0.6885 0.1178
H -4.641336 4.699869 -1.134206 0.0652 0.0864 0.2574 0.1358
H -6.804294 6.810548 0.393840 -0.2592 0.6566 0.2096 0.1096
H -8.043238 6.884411 -3.911374 -0.2923 0.1722 0.2975 0.1379
H -6.318584 4.124366 -5.043777 0.4615 -0.4560 -0.2067 0.1072
O -0.086564 -0.696076 6.044980 0.1526 -1.6924 1.2953 0.1098
C 0.790816 -1.525886 5.852033 1.4423 1.6902 -2.2917 -0.3052
C 1.711539 -1.246208 4.713907 0.4374 -1.0877 -0.4280 0.0632
C 2.577720 -2.155311 4.220377 1.9597 0.1769 -1.3085 -0.1967
O 3.373440 -1.857980 3.122927 -1.4767 0.1672 1.2357 0.0696
C 2.948585 -3.480892 4.881606 0.3028 -1.5317 0.3161 -0.2465
O 3.804607 -4.302267 4.445578 -2.8029 3.0710 1.1275 0.0787
C 2.139977 -3.646087 6.132193 -0.1265 0.1338 -0.1930 0.0784
C 1.184006 -2.784281 6.559965 -0.7059 -0.7778 1.2027 -0.2074
O 0.508321 -3.110705 7.706551 0.6469 0.0628 -0.8257 0.0850
H 1.642846 -0.309036 4.181570 -0.2933 0.0975 0.1171 0.1315
H 3.801988 -2.671940 2.848301 0.3624 -0.4313 0.0174 0.0972
H 2.243344 -4.511142 6.770455 0.3528 -0.2302 -0.1891 0.1314
H -0.044522 -2.377520 7.986565 -0.2620 0.3329 -0.1004 0.1098
C 0.654280 1.302852 -2.069709 0.0372 1.3241 0.8177 0.0284
N 1.580516 0.343283 -2.663140 1.4953 -1.3738 -0.9683 -0.4443
O 2.684502 0.641862 -3.143552 -1.7999 0.7393 0.8431 0.0513
O 1.203239 -0.802276 -2.610191 -0.4200 -0.7417 -0.0443 0.0591
H -0.278765 1.446858 -2.614474 0.5769 0.0218 -0.7964 0.1051
H 1.251835 2.202808 -1.924399 -0.5477 0.1549 0.0167 0.0994
H 0.265124 0.897440 -1.135735 0.6663 -0.1225 0.1260 0.1006
C -2.220152 8.051465 -5.598643 0.6743 -1.3618 0.9793 -0.1089
O -1.739574 6.736912 -5.891647 -0.5078 -0.1470 -2.7606 -0.2025
C -1.691137 6.505879 -7.342450 0.0582 -0.6240 1.0343 -0.1755
C -1.232050 5.044252 -7.622351 1.8055 1.5418 -0.4939 -0.4107
C 0.206356 4.671799 -7.184019 -0.2122 0.0258 0.2524 -0.0663
N -1.192466 4.863950 -9.038236 -1.5236 -0.5919 -2.1878 -0.0079
H -3.307923 8.111086 -5.562666 -0.1298 -0.0470 -0.2363 0.0800
H -1.808029 8.799898 -6.275471 0.1143 0.1163 0.1457 0.0832
H -1.822482 8.077026 -4.584097 -0.2630 1.2474 0.1052 0.0891
H -2.628711 6.647081 -7.880156 -0.8005 -0.3004 0.6054 0.1142
H -1.128472 7.311309 -7.814443 1.0583 -0.2157 0.1009 0.1133
H -2.026646 4.399391 -7.247024 0.3067 -0.1419 0.4319 0.1366
H 0.421568 4.868217 -6.133686 0.1992 -0.4738 -0.0188 0.0702
H 0.982616 5.086554 -7.827057 -0.3010 1.4844 0.1597 0.0712
H 0.439336 3.681930 -7.576413 -0.5996 -0.8780 1.1088 0.0648
H -0.913552 3.937752 -9.328849 -0.0587 0.0939 0.1145 0.0713
H -0.801123 5.536515 -9.682145 0.1588 0.2624 0.6810 0.0786
C 7.235859 -3.644854 -5.730706 0.6252 1.2683 -0.7150 -0.1424
O 6.898686 -4.546336 -4.722667 -0.2691 0.2180 0.7150 -0.1740
C 6.905022 -3.988324 -3.394958 0.1080 -1.7779 0.8046 -0.1739
C 6.501321 -5.098996 -2.375517 0.9937 0.3678 -1.9883 -0.4682
C 5.102165 -5.493626 -2.753960 -0.5538 -1.0080 0.5254 -0.0744
N 6.739841 -4.652889 -1.021974 -1.5403 0.1617 0.7260 0.0337
H 7.129423 -3.988187 -6.759729 -0.2218 -1.0655 0.3148 0.0833
H 8.273757 -3.316616 -5.674819 0.3381 -0.0566 0.3044 0.0810
H 6.662107 -2.719177 -5.775833 -0.4645 0.1394 0.6835 0.0832
H 7.890055 -3.678451 -3.045954 0.2402 0.6313 -0.6435 0.1186
H 6.120713 -3.252201 -3.218689 0.2979 0.6010 -0.4967 0.1259
H 7.032689 -6.038510 -2.527392 0.7017 0.0749 -0.5555 0.1307
H 4.823235 -6.259630 -2.030403 -0.7827 0.1047 0.1467 0.0749
H 5.133338 -6.028334 -3.703290 0.2447 0.1048 -0.0607 0.0799
H 4.351168 -4.716204 -2.894447 0.1034 0.1931 0.5618 0.0852
H 7.671713 -4.436197 -0.698281 0.2417 -0.1126 -0.7577 0.0706
H 6.402287 -5.403805 -0.436926 -0.0750 0.1619 0.4516 0.0668
C -5.900388 -2.523648 6.297021 0.7112 -0.3848 -0.0732 -0.1267
O -6.843918 -2.017068 5.380887 1.0412 1.0026 -1.4483 -0.1766
C -6.300919 -1.041890 4.435367 0.8759 0.6189 -0.6197 -0.1603
C -5.499781 -1.580562 3.157230 -2.1651 -1.5816 1.0341 -0.4497
C -4.620945 -0.655621 2.381968 -0.2803 1.3551 1.3919 -0.0748
N -6.480951 -2.236419 2.290742 1.0685 -0.3015 0.2259 0.0326
H -5.523674 -1.792253 7.012026 -0.6126 0.3248 0.3382 0.0835
H -4.964883 -2.868636 5.856654 -0.0254 -0.2149 -0.6689 0.0748
H -6.332082 -3.401105 6.778517 -0.1561 0.2984 0.1762 0.0904
H -7.144542 -0.435567 4.105576 -0.2157 -0.2813 -0.1061 0.1201
H -5.612567 -0.312458 4.862206 0.0710 -0.1055 1.0284 0.1064
H -4.810475 -2.298602 3.601480 0.0404 -0.5359 -0.1216 0.1173
H -5.090115 0.237433 1.969170 -0.5371 -0.1435 -0.2271 0.0776
H -4.049436 -1.141784 1.591315 0.2207 -0.0712 0.4846 0.0889
H -4.100773 -0.257821 3.253326 1.4431 0.3019 -0.6683 0.0758
H -6.641813 -1.569696 1.549324 -0.9064 -0.2355 -0.0092 0.0612
H -7.266784 -2.436241 2.892945 -0.5606 -0.0472 -0.7362 0.0598
C 1.398444 5.427526 2.420980 1.5292 -0.6082 -0.0813 -0.0766
O 2.770491 5.071358 2.120311 -0.2052 0.0637 1.0128 -0.2155
C 3.388877 5.896838 1.168314 0.7596 -1.1790 -1.4028 -0.2056
C 4.869435 5.399695 0.812052 -0.8477 -0.0754 0.6255 -0.4023
C 5.706975 5.251671 2.085611 -0.0429 0.9277 -0.5106 -0.0794
N 5.494657 6.309423 -0.210555 -1.0550 -1.0421 1.4263 0.0344
H 1.325127 6.457549 2.769962 -0.0728 0.1947 -0.2892 0.0839
H 1.117892 4.786533 3.256744 -0.1303 -0.0645 -0.2047 0.0854
H 0.800982 5.214656 1.534511 -0.3314 0.2587 0.0734 0.0831
H 2.788867 5.792338 0.264340 0.0699 0.3775 -0.4863 0.1126
H 3.374515 6.947442 1.458390 0.2626 0.2361 0.2287 0.1184
H 4.904673 4.384644 0.416430 -0.8511 0.0606 -0.5479 0.1267
H 5.279074 4.541240 2.792925 -0.0153 0.2085 0.0041 0.0770
H 5.779597 6.263612 2.484132 0.1109 -0.0583 0.6837 0.0754
H 6.716825 4.948699 1.809029 0.0571 -0.1745 0.0875 0.0711
H 5.577058 7.173984 0.305040 0.3403 0.5716 -0.2228 0.0548
H 6.425882 5.922787 -0.269094 0.4120 0.2973 -0.3993 0.0570
C -0.274556 -6.833996 1.733788 0.3528 -0.6339 -1.5113 -0.1296
O 0.117651 -7.312914 2.973917 0.1565 0.4116 0.7595 -0.1932
C -0.132189 -8.689708 3.101559 0.6256 -0.5004 0.8287 -0.2129
C 0.101092 -9.128338 4.572729 -1.1413 1.2722 -0.6832 -0.4423
C -0.421343 -10.506199 4.848005 1.0197 -0.5412 -0.3900 -0.0762
N -0.668130 -8.224902 5.423692 0.5848 0.2210 0.2701 0.0331
H 0.168764 -7.457974 0.957757 0.3294 -0.2316 -0.3106 0.0801
H 0.108373 -5.840310 1.501293 -0.3223 0.1483 0.6393 0.0923
H -1.337695 -6.962869 1.530783 -0.3833 0.5004 0.3841 0.0891
H -1.174658 -8.903810 2.865916 -0.2306 -0.1207 -0.2607 0.1218
H 0.544523 -9.232253 2.441391 -0.0783 -0.2480 -0.3557 0.1278
H 1.160981 -9.022672 4.804191 0.0201 -0.1115 0.1398 0.1406
H -0.548311 -10.593596 5.927054 0.0696 -0.3235 -0.1203 0.0821
H 0.352362 -11.170877 4.463730 -0.2339 -0.6311 0.2791 0.0786
H -1.351655 -10.748144 4.334113 -0.1102 0.2182 0.0341 0.0790
H -1.628069 -8.337529 5.130559 -0.3934 0.1941 0.1362 0.0710
H -0.386128 -7.295899 5.145266 -0.2588 0.4020 0.1650 0.0591
```
Forces are in eV/Å.

- ΔE to the lowest compared entry with this formula, charge and spin: 123.4 kcal/mol
- SMILES string: O=C1C=C(O)C(=O)C=C1O.O=C1C=C(O)C(=O)C=C1O.C[N+](=O)[O-].COC[C@H](C)N.COC[C@H](C)N.COC[C@H](C)N.COC[C@H](C)N.COC[C@H](C)N

Number 1: calculated total energy -66760.19725 eV. Number 2: calculated total energy -25329.10882 eV. Number 3: calculated total energy -74932.39967 eV.